[1]
Computed, not measured: C4H8O3 in the gas phase, with ωB97M-V/def2-TZVPD.

Each line ends with the natural charge from an NBO analysis.
Positions of all 15 atoms, in Å:
1 C -2.569388 0.108835 -0.002921  -0.6262
2 C -1.260316 -0.646035 -0.063541  -0.0751
3 O -0.191946 0.310820 0.090166  -0.5002
4 C 1.036735 -0.188636 -0.023382  0.7731
5 O 1.289874 -1.353933 -0.234348  -0.6156
6 C 2.123765 0.853964 0.162323  -0.1625
7 O 3.370083 0.318169 -0.167619  -0.7079
8 H -2.680553 0.625706 0.954544  0.2156
9 H -2.631821 0.847961 -0.806805  0.2159
10 H -3.400859 -0.594169 -0.115954  0.2196
11 H -1.127592 -1.162296 -1.018657  0.1936
12 H -1.176661 -1.391406 0.733551  0.1902
13 H 1.896215 1.725100 -0.465260  0.1984
14 H 2.091509 1.184881 1.210638  0.1917
15 H 3.230958 -0.638957 -0.252733  0.4894

Atoms 1-3, force components in eV/Å:
-0.014 0.012 0.005
-0.169 -0.146 -0.025
0.145 -0.015 -0.017

energy above the lowest of the compared OMol25 structures with the same formula, charge and spin: 0.729 eV
HOMO-LUMO gap: 0.4181 hartree
charge: 0

---

[2]
Computed, not measured: C4H8O3 in the gas phase, with ωB97M-V/def2-TZVPD.

Each line ends with the natural charge from an NBO analysis.
Positions of all 15 atoms, in Å:
1 C -2.752994 0.266685 -0.267362  -0.2651
2 O -1.550110 0.177189 0.503151  -0.5036
3 C -0.522005 -0.419627 -0.121051  0.7929
4 O -0.622318 -0.863725 -1.242375  -0.6041
5 C 0.768234 -0.438774 0.680815  -0.5297
6 C 1.890679 0.224702 -0.170603  -0.0544
7 O 3.186217 -0.196784 0.176766  -0.7124
8 H -3.095483 -0.720001 -0.583790  0.1972
9 H -3.513073 0.733763 0.361063  0.1950
10 H -2.595886 0.880596 -1.157174  0.1927
11 H 0.643121 0.056241 1.646280  0.2215
12 H 1.012092 -1.495566 0.881898  0.2458
13 H 1.686240 -0.061277 -1.201663  0.1906
14 H 1.822389 1.318040 -0.101031  0.1622
15 H 3.642901 0.538543 0.595069  0.4714

Atoms 1-3, force components in eV/Å:
-0.329 0.049 -0.195
0.071 0.048 0.240
0.008 -0.064 -0.499

energy above the lowest of the compared OMol25 structures with the same formula, charge and spin: 1.034 eV
HOMO-LUMO gap: 0.4107 hartree
charge: 0

---

[3]
Computed, not measured: 2 unconnected molecules or ions with the total composition C4H8O3PS at a distorted geometry, with ωB97M-V/def2-TZVPD.

Each line ends with the natural charge from an NBO analysis.
Positions of all 17 atoms, in Å:
1 C 2.198609 -0.441085 -0.565402  -0.4534
2 C 0.925459 -0.658246 0.267458  -0.4068
3 C 2.411839 1.028675 -0.728510  -0.6107
4 C 0.341300 0.687283 0.733312  -0.7515
5 O -4.425903 -0.665920 -0.871943  -1.0244
6 O -2.444632 0.761063 -0.534408  -1.0433
7 O -3.816100 0.087444 1.385462  -1.0285
8 P 1.375621 2.068244 0.062346  0.6455
9 S -3.383592 -0.202829 0.028511  2.2864
10 H 3.077749 -0.879646 -0.077487  0.1969
11 H 2.116763 -0.919645 -1.546218  0.2048
12 H 0.174003 -1.170599 -0.332180  0.2199
13 H 1.144614 -1.286304 1.132302  0.1988
14 H 3.237697 1.371689 -1.333785  0.2071
15 H -2.550355 -1.375315 0.194125  -0.1668
16 H -0.684977 0.825390 0.362713  0.3104
17 H 0.301902 0.769796 1.823696  0.2156

Atoms 1-3, force components in eV/Å:
0.113 -0.143 -0.093
-0.115 0.047 0.085
-0.227 0.513 0.306

energy above the lowest of the compared OMol25 structures with the same formula, charge and spin: 3.525 eV
HOMO-LUMO gap: 0.3186 hartree
charge: -1

---

[4]
Computed, not measured: C4H8O3S in the gas phase at a distorted geometry, with ωB97M-V/def2-TZVPD.

Each line ends with the natural charge from an NBO analysis.
Positions of all 16 atoms, in Å:
1 C -2.302044 -1.422015 -0.397046  -0.3718
2 C -1.977508 -0.475302 0.426010  -0.4651
3 S -0.718703 0.772966 0.067049  1.9533
4 O -0.630276 1.642744 1.219086  -0.9452
5 O -1.131836 1.382469 -1.195316  -0.9563
6 C 1.149466 -0.217498 -0.068559  0.0534
7 C 2.031084 0.802575 -0.600586  -0.6958
8 O 1.229564 -0.519394 1.303010  -0.7161
9 H -3.053000 -2.193407 0.070463  0.2317
10 H -1.949998 -1.356450 -1.473800  0.2384
11 H -2.332144 -0.258362 1.496775  0.2482
12 H 0.975380 -1.199363 -0.483028  0.2095
13 H 2.347526 1.410050 0.175069  0.2329
14 H 1.651330 1.201579 -1.558590  0.2631
15 H 2.947410 0.383695 -0.848807  0.2300
16 H 1.763750 0.045713 1.868272  0.4897

Atoms 1-3, force components in eV/Å:
-1.709 -1.787 -0.598
1.052 2.130 3.107
-0.021 -0.154 -1.620

energy above the lowest of the compared OMol25 structures with the same formula, charge and spin: 3.463 eV
HOMO-LUMO gap: 0.3662 hartree
charge: 0

---

[5]
Computed, not measured: C4H8O3S in the gas phase at a distorted geometry, with ωB97M-V/def2-TZVPD.

Each line ends with the natural charge from an NBO analysis.
Positions of all 16 atoms, in Å:
1 C -0.100993 1.306877 0.823695  -0.4682
2 C 0.010310 1.153831 -0.761385  -0.4677
3 C 0.371634 0.054741 0.113077  0.0442
4 C -1.846088 -1.130385 0.218651  -0.2355
5 O 2.880594 0.959430 -0.296430  -0.9245
6 O 2.407193 -1.473012 -0.571358  -0.9304
7 O -0.378376 -1.191151 0.042999  -0.5818
8 S 2.355156 -0.160122 0.395853  1.5378
9 H 0.612844 1.762031 1.532514  0.2381
10 H -1.174584 1.164997 1.040177  0.2117
11 H -1.059209 1.153601 -1.070567  0.2202
12 H 0.737841 1.667221 -1.504304  0.2624
13 H -2.043350 -2.090586 0.561552  0.2044
14 H -2.084883 -0.405334 0.960624  0.1739
15 H -2.147256 -0.862397 -0.734112  0.1846
16 H 1.459160 -1.909741 -0.750990  0.5308

Atoms 1-3, force components in eV/Å:
-0.073 -1.502 -1.126
0.171 1.916 -0.609
0.182 -1.066 0.755

energy above the lowest of the compared OMol25 structures with the same formula, charge and spin: 4.074 eV
HOMO-LUMO gap: 0.3714 hartree
charge: 0

---

[6]
Computed, not measured: a molecular structure, C4H8O3Sn at a distorted geometry, with ωB97M-V/def2-TZVPD.

Each line ends with the natural charge from an NBO analysis.
Positions of all 16 atoms, in Å:
1 C -0.286351 2.491880 -0.953232  -0.6531
2 C 0.669686 1.338953 -0.794919  -0.1184
3 O 0.638368 0.918905 0.591715  -0.0389
4 H -0.205561 2.857871 -1.984913  0.2769
5 H -1.322143 2.178810 -0.770262  0.2314
6 H -0.026774 3.315482 -0.275895  0.2512
7 H 1.712064 1.632933 -0.992830  0.2493
8 H 0.411862 0.464247 -1.405711  0.2181
9 Sn 1.369609 -0.787650 2.609629  1.7565
10 O 1.126248 -0.277455 0.738534  -0.3856
11 O 0.824153 -1.941445 1.263569  -0.7530
12 C -0.190641 -2.657897 0.864675  0.3369
13 C -1.247583 -2.077259 0.230184  -0.1147
14 H -1.883367 -2.685489 -0.415073  0.2714
15 H -0.071981 -3.743463 0.933248  0.2456
16 H -1.517590 -1.028424 0.361282  0.2265

Atoms 1-3, force components in eV/Å:
-0.148 0.123 0.069
-0.113 0.552 -1.150
-0.290 1.657 -0.075

energy above the lowest of the compared OMol25 structures with the same formula, charge and spin: 7.162 eV
HOMO-LUMO gap (alpha / beta): 0.3170 / 0.2676 hartree
charge: +2

---

[7]
Computed, not measured: 2 unconnected molecules or ions with the total composition C4H8O4 at a distorted geometry, with ωB97M-V/def2-TZVPD.

Each line ends with the natural charge from an NBO analysis.
Positions of all 16 atoms, in Å:
1 O -1.835521 -1.822688 1.900702  -0.8144
2 C -0.747503 -1.433906 1.409513  0.7690
3 O 0.207136 -2.186934 1.055691  -0.8327
4 C -0.439282 0.102587 1.244365  -0.5170
5 C 0.158300 0.459397 -0.119043  -0.4289
6 C 0.893525 1.811309 -0.120395  -0.0086
7 O 1.388296 2.189762 -1.334116  -1.0029
8 H 0.291548 0.247472 2.049316  0.1866
9 H -1.334668 0.684827 1.464212  0.1786
10 H -0.662459 0.600354 -0.838692  0.1592
11 H 0.763894 -0.376863 -0.464359  0.1982
12 H 0.170474 2.558717 0.261564  0.0639
13 H 1.724239 1.713578 0.658346  0.0529
14 H -0.175407 -0.826604 -2.741417  0.4810
15 H -0.117207 -1.921829 -1.744477  0.4963
16 O -0.285362 -1.799179 -2.681212  -0.9813

Atoms 1-3, force components in eV/Å:
-0.116 0.491 0.052
0.506 -0.271 -0.306
-0.305 0.145 -0.041

energy above the lowest of the compared OMol25 structures with the same formula, charge and spin: 0.401 eV
HOMO-LUMO gap: 0.2322 hartree
charge: -2

---

[8]
Computed, not measured: 2 unconnected molecules or ions with the total composition C4H8O4 at a distorted geometry, with ωB97M-V/def2-TZVPD.

Each line ends with the natural charge from an NBO analysis.
Positions of all 16 atoms, in Å:
1 C 0.734280 -0.826631 -0.400475  -0.3297
2 C 0.540443 0.263113 0.311176  0.2286
3 C 2.020277 -1.605549 -0.288355  -0.6388
4 C -1.428349 0.760944 0.002489  0.7878
5 O 1.298311 0.757196 1.355172  -0.7134
6 O -1.442357 1.337449 -1.268649  -0.7333
7 O -2.113920 -0.410859 -0.009059  -0.6954
8 O -1.650300 1.729533 0.969626  -0.7256
9 H 0.015004 -1.269251 -1.035632  0.2095
10 H 2.942413 -1.083697 -0.481370  0.2125
11 H 2.093807 -1.788684 0.672390  0.2079
12 H 1.844149 -2.486417 -0.948941  0.2044
13 H 0.868785 1.612647 1.798306  0.5032
14 H -0.914126 2.089284 -1.307091  0.4927
15 H -2.485389 -0.449533 -0.909588  0.5010
16 H -2.323028 1.370458 1.539999  0.4885

Atoms 1-3, force components in eV/Å:
2.517 0.669 0.537
-4.813 0.822 0.257
-1.345 0.250 -4.517

energy above the lowest of the compared OMol25 structures with the same formula, charge and spin: 4.839 eV
HOMO-LUMO gap: 0.3216 hartree
charge: 0

---

[9]
Computed, not measured: 3 unconnected molecules or ions with the total composition C4H8O4 at a distorted geometry, with ωB97M-V/def2-TZVPD.

Each line ends with the natural charge from an NBO analysis.
Positions of all 16 atoms, in Å:
1 C -1.199483 0.024725 1.100447  -0.5929
2 C -1.093025 0.117657 -0.321958  -0.0216
3 C 0.382440 0.273264 -0.729675  -0.0335
4 C 1.361423 -0.661991 -0.126489  0.7833
5 H -1.299546 -1.375292 1.601134  0.2725
6 H -2.285999 0.514220 1.428496  0.2269
7 H -0.089125 0.799763 1.795603  0.1662
8 H -1.699135 0.859740 -0.723676  0.1941
9 H -0.522379 -1.724919 -0.981100  0.5058
10 H 0.426243 -0.249681 -1.726591  0.2282
11 H 0.176411 2.258236 0.121743  0.5013
12 H 2.874666 0.658184 0.040351  0.5212
13 O -1.437771 -1.063752 -0.893546  -0.7406
14 O 0.714302 1.650833 -0.657067  -0.7416
15 O 2.554683 -0.218526 0.235623  -0.6699
16 O 1.136299 -1.862464 -0.163297  -0.5994

Atoms 1-3, force components in eV/Å:
-1.416 -0.216 7.386
3.756 -2.325 -0.883
-1.184 1.887 -0.355

energy above the lowest of the compared OMol25 structures with the same formula, charge and spin: 6.776 eV
HOMO-LUMO gap: 0.3782 hartree
charge: 0

---

[10]
Computed, not measured: C4H8O4 in the gas phase at a distorted geometry, with ωB97M-V/def2-TZVPD.

Each line ends with the natural charge from an NBO analysis.
Positions of all 16 atoms, in Å:
1 C 0.099177 -1.768464 1.255267  -0.4836
2 C 1.172757 -1.008038 1.159912  0.1417
3 O 1.569487 -0.149217 0.124362  -0.5357
4 C 0.572159 0.466824 -0.612838  0.9609
5 O 0.022800 -0.358604 -1.559529  -0.7185
6 O 1.152589 1.545444 -1.256773  -0.7200
7 O -0.394219 0.870746 0.316922  -0.5440
8 C -1.723763 1.006776 -0.171233  -0.2545
9 H -0.767367 -1.628499 0.641175  0.2081
10 H 0.036681 -2.503085 2.035873  0.2121
11 H 2.037838 -1.142619 1.797376  0.1865
12 H 0.673675 -0.522437 -2.243921  0.4960
13 H 1.713055 2.019168 -0.630570  0.4907
14 H -2.285250 1.485286 0.633990  0.1953
15 H -1.732947 1.647160 -1.061010  0.1845
16 H -2.146672 0.039561 -0.429003  0.1804

Atoms 1-3, force components in eV/Å:
-0.206 0.456 0.083
1.316 -0.505 -0.849
-0.211 -0.259 1.157

energy above the lowest of the compared OMol25 structures with the same formula, charge and spin: 2.632 eV
HOMO-LUMO gap: 0.3719 hartree
charge: 0

---

Question: Look up the charge of the fourth one.
Answer: 0

---

Question: Which value of energy above the lowest of the compared OMol25 structures with the same formula, charge and spin does entry 2 give?
Answer: 1.034 eV

---

Question: charge of number 6 (C4H8O3Sn)?
Answer: +2